An isolated molecule of C21H19N3O at a distorted geometry. Source: the Open Molecules 2025 dataset; level of theory: the ωB97M-V functional and the def2-TZVPD basis.

The value obtained for the HOMO energy is -0.311 Ha. The energy relative to the best compared isomer or geometry (same formula, charge and spin) comes out at 0.0 kJ/mol. Its structure (SMILES) is Cc1c(C#N)c2ccccc2n1CC(=O)N1CCCc2ccccc21. The calculation puts the total energy at -28604.2514 eV. As for the charge: 0.

```
44
C21H19N3O, DFT the ωB97M-V functional and the def2-TZVPD basis
H -1.378 3.766 3.613
C -0.606 -1.178 -4.047
H -0.099 1.851 0.064
H 2.306 -0.307 -5.525
C -2.090 0.459 3.698
C 1.993 0.760 1.002
O 3.038 -0.218 -0.909
C -1.213 -2.509 2.803
H 2.937 0.420 1.445
C -1.013 0.005 2.944
H 2.712 0.634 -3.275
N 0.876 0.206 1.717
H -0.374 2.059 -1.665
C -0.068 0.918 2.425
C -0.242 1.314 -0.870
C 1.786 0.131 -3.501
H 1.960 1.850 1.070
H -0.935 -1.641 -0.993
C -0.188 2.282 2.662
C 0.817 -0.005 -2.522
C -1.497 0.430 -0.798
C 1.421 -2.178 1.171
C 0.577 -1.126 1.789
H 1.051 -3.158 1.466
H -3.029 2.194 4.503
H 0.535 2.994 2.289
H -1.532 -1.692 -4.259
C 2.045 0.327 -0.475
N 0.942 0.552 -1.221
H 2.458 -2.078 1.491
C 1.553 -0.402 -4.758
C -2.203 1.814 3.921
H -2.811 -0.240 4.094
H -2.308 -1.189 -1.996
C 0.358 -1.044 -5.033
H -2.345 1.010 -1.166
N -1.745 -3.502 3.024
H -1.713 0.158 0.236
C -1.263 2.712 3.412
H 1.412 -2.115 0.083
H 0.177 -1.449 -6.018
C -0.579 -1.296 2.525
C -1.337 -0.850 -1.635
C -0.384 -0.667 -2.780
```